DFT (ωB97M-V/def2-TZVPD) results for a 2-piece molecular cluster, C5H9ClOSi overall.

Calculated values
Net charge: 0
Max |F|, hartree/bohr: 0.03528
ΔE to the lowest compared entry with this formula, charge and spin, eV: 2.370
HOMO-LUMO gap, eV: 4.0

Atoms and positions in Å:
1 C 1.64751 2.71022 0.24591
2 C 1.71739 -0.88338 -1.61923
3 C 0.43225 2.21030 0.49759
4 C 0.64067 -0.91957 -0.82529
5 C -2.33930 -0.87038 1.09973
6 O -1.46202 0.22089 0.92847
7 Si -0.08375 0.46630 0.17145
8 Cl -1.27962 -4.59345 -0.48040
9 H 1.88397 3.74097 0.45368
10 H 2.44650 2.11559 -0.16259
11 H 2.02637 -1.76271 -2.15766
12 H 2.31294 0.00318 -1.77255
13 H -0.31914 2.86489 0.92781
14 H 0.10836 -1.87058 -0.74754
15 H -1.81997 -1.82830 1.04028
16 H -3.10410 -0.83899 0.32212
17 H -2.80808 -0.76500 2.07820

---

DFT (ωB97M-V/def2-TZVPD) results for C34H46BF9N6O4PSeSiTl as an isolated structure.

Calculated values
Net charge: 0
Max |F|, hartree/bohr: 0.00405
ΔE to the lowest compared entry with this formula, charge and spin, eV: 0.323
HOMO-LUMO gap, eV: 8.0

Atoms and positions in Å:
1 Tl -0.04940 -0.65619 -0.56851
2 C -1.92683 3.27385 -4.43457
3 N -0.91735 2.36811 -3.91322
4 C -0.23872 1.50712 -4.87077
5 C -0.71391 2.17069 -2.59586
6 O 0.09238 1.35723 -2.16946
7 C -1.50027 3.05230 -1.62312
8 O -1.64679 2.39703 -0.38726
9 C -1.17534 3.04342 0.75639
10 C 0.11222 2.40443 1.27093
11 O 0.56895 1.38087 0.76752
12 N 0.72419 3.03094 2.29333
13 C 0.18076 4.16470 3.01791
14 C 1.96005 2.49854 2.84395
15 H -1.74703 3.40414 -5.49921
16 H -1.86498 4.25750 -3.97007
17 H -2.93781 2.87802 -4.30572
18 H 0.23302 2.11534 -5.64324
19 H -0.95210 0.82451 -5.33929
20 H 0.52181 0.93282 -4.35206
21 H -2.49318 3.28529 -2.01177
22 H -0.94484 3.99209 -1.51796
23 H -1.94400 2.95351 1.53313
24 H -1.00612 4.10870 0.57123
25 H -0.78025 4.47852 2.62418
26 H 0.87364 5.00679 2.96224
27 H 0.04077 3.89298 4.06594
28 H 2.42104 1.83157 2.12472
29 H 1.76543 1.96342 3.77827
30 H 2.63589 3.32886 3.05310
31 B 0.39071 -4.11431 0.53821
32 N 0.62418 -3.92206 -0.98343
33 C 1.05434 -4.81175 -1.88541
34 C 0.94283 -4.25821 -3.14926
35 C 0.42247 -2.98657 -2.91330
36 N 0.21967 -2.80710 -1.61171
37 N 1.09825 -2.98495 1.35946
38 C 1.90442 -3.19381 2.40334
39 C 2.07391 -2.00490 3.09360
40 C 1.31523 -1.08784 2.37775
41 N 0.72435 -1.68690 1.34389
42 H -0.79053 -4.04495 0.77914
43 H 0.88362 -5.16078 0.87130
44 H 1.41238 -5.77572 -1.56646
45 H 1.22134 -4.70070 -4.08895
46 H 0.21044 -2.18925 -3.60871
47 H 2.28751 -4.18149 2.59367
48 H 2.66686 -1.82712 3.97289
49 H 1.17817 -0.03580 2.53630
50 C -5.21347 -2.02962 -1.73229
51 Si -3.40478 -2.43407 -1.99759
52 C -2.98877 -3.99241 -1.08067
53 C -3.09026 -2.66154 -3.82453
54 Se -2.46324 -0.44248 -1.30982
55 H -5.83880 -2.82621 -2.14266
56 H -5.49309 -1.09343 -2.21900
57 H -5.43653 -1.93260 -0.66833
58 H -3.75549 -4.72302 -1.35692
59 H -3.00271 -3.87591 0.00134
60 H -2.01736 -4.39291 -1.36286
61 H -3.69140 -3.49540 -4.19825
62 H -2.04306 -2.89167 -4.01654
63 H -3.36014 -1.76603 -4.38612
64 C -2.54537 -1.84707 2.65630
65 P -2.18631 -0.05824 2.45966
66 C -1.54560 0.37888 4.12269
67 C -1.69158 1.68081 4.60627
68 C -1.10357 2.06959 5.79982
69 C -0.34462 1.16537 6.53170
70 C -0.18541 -0.12837 6.05925
71 C -0.77953 -0.51748 4.86621
72 C -3.88223 0.64233 2.56894
73 C -4.38498 1.33248 1.46948
74 C -5.67151 1.86028 1.49583
75 C -6.46272 1.70299 2.62191
76 C -5.96917 1.01559 3.72538
77 C -4.68884 0.48896 3.69745
78 H -3.04961 -2.07215 3.59710
79 H -1.62134 -2.42072 2.57374
80 H -3.18574 -2.13763 1.82236
81 H -2.29181 2.39439 4.05060
82 H -1.24654 3.07915 6.16612
83 H 0.11355 1.46659 7.46478
84 H 0.40342 -0.84269 6.62076
85 H -0.63463 -1.52952 4.51043
86 H -3.76873 1.43979 0.58619
87 H -6.05501 2.39035 0.63278
88 H -7.46484 2.11193 2.64404
89 H -6.58574 0.89199 4.60666
90 H -4.30416 -0.03656 4.56410
91 F 3.54892 0.27298 0.89591
92 C 4.12591 -0.38949 -0.11943
93 F 4.20636 -1.67194 0.24945
94 F 5.38027 0.07857 -0.22550
95 C 3.25965 -0.24535 -1.41908
96 O 2.01791 -0.65695 -1.16569
97 C 3.85751 -1.19196 -2.51914
98 F 5.17934 -1.02562 -2.70471
99 F 3.25809 -0.98238 -3.70240
100 F 3.65546 -2.46868 -2.20034
101 C 3.35177 1.23587 -1.92106
102 F 2.89819 2.08073 -0.98109
103 F 2.61757 1.43784 -3.01921
104 F 4.60928 1.61194 -2.22235

---

DFT (ωB97M-V/def2-TZVPD) results for an isolated molecule of C5H4N4.

Calculated values
Net charge: 0
Max |F|, hartree/bohr: 0.10131
ΔE to the lowest compared entry with this formula, charge and spin, eV: 5.422
HOMO-LUMO gap (spin up / spin down), eV: 8.5 / 8.5

Atoms and positions in Å:
1 C -1.43531 1.24012 -0.06661
2 C 2.06593 0.66271 0.07337
3 C -0.86738 -1.24817 0.36052
4 C -0.78001 0.19873 0.57374
5 C 1.01098 0.34517 -0.78043
6 N -1.94936 2.12593 -0.55047
7 N 2.86842 0.90643 0.84906
8 N 0.08759 -1.75541 -0.69565
9 N 0.87682 -0.98774 -1.16445
10 H -0.46743 -2.00342 1.07640
11 H -1.93840 -1.37568 0.15258
12 H -0.38933 0.63084 1.56737
13 H 0.91748 1.26050 -1.39540

---

DFT (ωB97M-V/def2-TZVPD) results for a 2-piece molecular cluster, C7H10N2O overall.

Calculated values
Net charge: 0
Max |F|, hartree/bohr: 0.14307
SMILES: c1ccncc1.CC(N)=O
ΔE to the lowest compared entry with this formula, charge and spin, eV: 3.545
HOMO-LUMO gap, eV: 8.7

Atoms and positions in Å:
1 C 1.52578 -0.28070 0.46210
2 C 2.44367 -0.38348 -0.73145
3 C -2.04225 -1.22034 0.51349
4 C -2.69625 0.01824 0.58068
5 C -2.14974 1.08059 -0.14390
6 C -1.00899 0.81453 -0.87497
7 C -0.43732 -0.44466 -0.84007
8 H 1.12587 0.90087 2.06430
9 H 2.42697 1.49830 1.07030
10 H 2.63706 -1.44290 -0.97082
11 H 3.40874 0.13675 -0.57935
12 H 1.94991 0.03273 -1.61431
13 H -2.48517 -2.01392 1.14669
14 H -3.56307 0.11597 1.20166
15 H -2.53254 2.09849 -0.11057
16 H -0.54043 1.54925 -1.46095
17 H 0.47616 -0.64174 -1.45252
18 N 1.79237 0.76456 1.31170
19 N -0.97471 -1.48649 -0.22399
20 O 0.64394 -1.09605 0.65198

---

DFT (ωB97M-V/def2-TZVPD) results for a 2-piece molecular cluster, H2NOS2 overall.

Calculated values
Net charge: -1
Max |F|, hartree/bohr: 0.05537
ΔE to the lowest compared entry with this formula, charge and spin, eV: 1.401
HOMO-LUMO gap, eV: 6.6

Atoms and positions in Å:
1 N -0.45729 -1.40588 -2.22357
2 O 0.02878 -0.83306 -3.25335
3 S -0.18593 1.25393 2.52933
4 S 0.18577 -0.91249 -0.70771
5 H 0.29423 1.84692 1.42561
6 H 0.13443 0.05058 2.22969

---

DFT (ωB97M-V/def2-TZVPD) results for C7H13N2O4S2 as an isolated structure.

Calculated values
Net charge: +1
Max |F|, hartree/bohr: 0.08703
ΔE to the lowest compared entry with this formula, charge and spin, eV: 0.757
HOMO-LUMO gap, eV: 9.2

Atoms and positions in Å:
1 C 0.02930 -1.78542 1.21484
2 C -0.95147 -0.46910 -0.43920
3 C 0.70879 -0.90276 1.92731
4 C 1.45356 -0.19982 -0.57351
5 C 1.90370 -1.45125 -1.12514
6 C 3.45316 2.89701 0.33757
7 C -4.53656 -0.42193 -1.41206
8 N -1.13207 -1.37121 0.45832
9 N 0.20305 0.20059 -0.72976
10 O 1.04046 2.42927 1.51885
11 O 2.30846 0.67315 -0.11290
12 O -2.10457 -0.16058 -1.12272
13 O -3.43358 -0.02499 0.91828
14 S 1.66777 2.41746 0.24013
15 S -3.19684 -1.00428 -0.36992
16 H 0.47326 -2.76641 0.98816
17 H 0.32327 0.06527 2.06014
18 H 1.61560 -1.12644 2.42170
19 H 2.12582 -1.25554 -2.20349
20 H 1.29242 -2.32861 -0.92936
21 H 2.92065 -1.75652 -0.79459
22 H 3.45021 3.56621 -0.50296
23 H 3.49541 3.61968 1.20258
24 H 4.23274 2.16333 0.30581
25 H -5.49609 -0.73299 -0.94887
26 H -4.52290 0.73912 -1.55404
27 H -4.48690 -0.81735 -2.41923
28 H -2.83667 -0.19587 1.64405

---

DFT (ωB97M-V/def2-TZVPD) results for a 10-piece molecular cluster, C37H60O24 overall.

Calculated values
Net charge: 0
Max |F|, hartree/bohr: 0.04693
SMILES: C[C@H]1COC(=O)O1.C[C@H]1COC(=O)O1.C[C@H]1COC(=O)O1.C[C@H]1COC(=O)O1.C[C@H]1COC(=O)O1.C[C@H]1COC(=O)O1.C[C@H]1COC(=O)O1.CC(C)=O.CC(C)=O.CC(C)=O
HOMO-LUMO gap, eV: 8.8

Atoms and positions in Å:
1 C 16.62599 -33.88567 13.18462
2 C 16.11654 -33.57032 11.79919
3 C 16.60525 -34.49627 10.67014
4 O 15.37413 -34.99609 10.12305
5 C 14.31481 -34.53127 10.80861
6 O 13.19924 -34.88655 10.54635
7 O 14.67900 -33.78304 11.83346
8 H 16.08330 -33.35584 13.97098
9 H 17.68309 -33.64903 13.30390
10 H 16.40166 -34.92652 13.43515
11 H 16.29289 -32.52525 11.54111
12 H 17.17222 -35.37142 10.98374
13 H 17.16128 -33.99948 9.87795
14 C 22.33156 -30.44562 7.54769
15 C 23.47348 -31.43114 7.68642
16 C 24.25454 -31.22269 9.01529
17 O 23.76136 -32.27539 9.87162
18 C 23.06286 -33.16221 9.12197
19 O 22.64668 -34.19822 9.52903
20 O 22.90670 -32.72835 7.87033
21 H 21.84420 -30.20411 8.49401
22 H 21.57337 -30.81612 6.85791
23 H 22.67939 -29.48134 7.16805
24 H 24.22283 -31.43985 6.89973
25 H 24.06302 -30.28309 9.52176
26 H 25.29969 -31.44747 8.80741
27 C 20.13935 -36.01629 10.99426
28 C 19.87578 -36.98184 9.85067
29 C 20.53669 -38.37491 9.94228
30 O 19.46543 -39.24525 9.75630
31 C 18.26337 -38.60124 9.64462
32 O 17.25822 -39.18112 9.42738
33 O 18.48913 -37.28337 9.78653
34 H 19.21157 -35.91786 11.56855
35 H 20.53857 -35.05123 10.70409
36 H 20.69737 -36.45079 11.83016
37 H 20.14951 -36.53719 8.89233
38 H 21.00275 -38.49314 10.92161
39 H 21.24120 -38.34685 9.11054
40 C 21.02858 -40.67350 5.42009
41 C 22.29280 -40.29674 6.16338
42 C 23.36495 -39.57794 5.32364
43 O 23.46208 -38.26884 5.91033
44 C 22.62306 -38.15157 6.93646
45 O 22.46795 -37.20217 7.65526
46 O 22.00003 -39.32277 7.15219
47 H 21.33058 -41.33639 4.61141
48 H 20.47873 -39.78247 5.11528
49 H 20.34804 -41.13383 6.13941
50 H 22.84842 -41.11733 6.62595
51 H 23.05407 -39.40543 4.29182
52 H 24.30955 -40.11528 5.35529
53 C 13.58084 -37.59819 13.59123
54 C 14.85879 -38.34165 13.44878
55 C 15.62143 -38.15617 12.14464
56 O 16.98362 -38.23753 12.51947
57 C 17.10712 -38.03722 13.84714
58 O 18.13251 -37.91293 14.43403
59 O 15.88135 -37.84899 14.35843
60 H 13.03976 -37.78423 14.51731
61 H 12.87539 -37.86690 12.80280
62 H 13.80839 -36.53332 13.50475
63 H 14.80951 -39.40080 13.72473
64 H 15.34794 -37.16598 11.75128
65 H 15.41028 -38.78853 11.28417
66 C 22.53625 -41.46697 9.66161
67 C 22.33251 -42.97862 9.58928
68 C 20.92327 -43.54373 9.77263
69 O 20.85648 -44.53062 8.75441
70 C 21.89291 -44.45008 7.90673
71 O 22.07920 -45.17503 6.98887
72 O 22.69552 -43.41328 8.28181
73 H 22.02919 -40.96368 8.84308
74 H 23.61962 -41.40317 9.75399
75 H 22.13587 -41.05456 10.59053
76 H 23.01963 -43.52759 10.24430
77 H 20.22081 -42.72318 9.61276
78 H 20.87547 -43.96595 10.77185
79 C 17.23567 -41.91897 7.76715
80 C 17.66989 -43.31379 7.29634
81 C 16.88209 -44.47622 7.92370
82 O 16.44296 -45.19337 6.79906
83 C 16.80484 -44.58769 5.64556
84 O 16.44093 -44.96589 4.58322
85 O 17.41530 -43.40913 5.87828
86 H 17.29215 -41.77873 8.84751
87 H 16.24953 -41.61688 7.42466
88 H 18.02659 -41.26557 7.39124
89 H 18.73459 -43.42776 7.49340
90 H 16.16334 -44.13865 8.67034
91 H 17.60703 -45.05397 8.50605
92 C 14.66051 -37.42204 8.18329
93 C 14.67266 -38.04383 6.81544
94 O 13.70100 -38.62847 6.39212
95 C 15.91839 -37.94526 5.97272
96 H 14.29263 -36.39941 8.06758
97 H 15.68736 -37.30501 8.52809
98 H 14.04162 -37.99564 8.86534
99 H 15.64262 -37.60684 4.96690
100 H 16.29863 -38.92707 5.67454
101 H 16.71927 -37.31567 6.35323
102 C 20.58442 -34.69409 6.17836
103 C 19.25905 -34.57243 6.83817
104 O 18.58463 -35.55068 7.05942
105 C 18.92028 -33.25095 7.48471
106 H 21.41648 -34.51545 6.86045
107 H 20.76394 -34.10802 5.27006
108 H 20.78904 -35.67597 5.74319
109 H 18.84547 -32.51537 6.67308
110 H 19.64448 -32.97592 8.24728
111 H 17.88644 -33.23725 7.82937
112 C 22.50799 -32.65670 12.99530
113 C 20.99540 -32.62882 12.83497
114 O 20.28147 -33.55453 13.15667
115 C 20.34662 -31.40245 12.27452
116 H 22.97481 -33.14816 12.13882
117 H 22.90857 -33.14408 13.88101
118 H 22.81589 -31.60950 13.00592
119 H 19.70579 -31.87455 11.52070
120 H 21.02714 -30.73330 11.75058
121 H 19.69351 -30.89308 12.97766

---

DFT (ωB97M-V/def2-TZVPD) results for a 3-piece molecular cluster, C3H2O3S overall.

Calculated values
Net charge: 0
Max |F|, hartree/bohr: 0.10745
ΔE to the lowest compared entry with this formula, charge and spin, eV: 3.454
HOMO-LUMO gap, eV: 9.6

Atoms and positions in Å:
1 C -2.32343 -0.52749 -0.27980
2 C -1.95812 1.42786 2.80435
3 C -0.10189 0.26365 0.21699
4 O -2.80190 0.76994 2.38474
5 O -0.20265 0.44483 1.38426
6 O -1.26031 2.25478 3.20841
7 S -2.77274 -1.70643 0.50529
8 H 0.42946 -0.51385 -0.11185
9 H -0.34740 1.12716 -0.52749